[1]
Here is a single C3H6FN molecule from the OMol25 dataset. Energies are from wB97M-V/def2-TZVPD.

```
11
Properties=species:S:1:pos:R:3
F -0.0428 -1.3719 -1.2580
C -0.7895 -0.8381 -0.2461
C 0.2101 -0.0681 0.5536
C -0.0849 1.3171 1.0778
N 0.9192 1.1103 0.0291
H -1.4854 -0.1681 -0.7664
H -1.2688 -1.6018 0.3211
H 0.9014 -0.6357 1.1982
H 0.3703 1.4764 2.0490
H -1.0401 1.7753 0.8822
H 0.4596 1.2633 -0.8778
```

Calculated values
HOMO in eV: -9.842
E_LUMO in eV: 1.1
Energy above the lowest of the compared OMol25 structures with the same formula, charge and spin in kJ/mol: 53.4
2S+1: 1
Energy in eV: -7414.3078
Structure (SMILES): FC[C@@H]1CN1

---

[2]
Here is a molecular structure, C15H18CeN8O2 from the OMol25 dataset. Energies are from wB97M-V/def2-TZVPD.

```
44
Properties=species:S:1:pos:R:3
N -3.5893 -0.8722 -3.1954
C -3.5808 -1.7975 -3.8969
C -3.5641 -2.9483 -4.7837
H -2.5103 -3.2103 -4.9810
H -4.0536 -2.7172 -5.7513
H -4.0698 -3.8182 -4.3223
N -2.4496 3.1251 2.2086
C -3.0622 3.5738 3.0827
C -3.8567 4.2230 4.0961
H -4.5616 4.8972 3.5955
H -3.2060 4.8110 4.7527
H -4.4138 3.4850 4.6822
N 4.4194 1.0290 2.3687
C 5.0329 0.0625 2.1569
C 5.8151 -1.1315 1.8535
H 5.9596 -1.7859 2.7486
H 6.7990 -0.8556 1.4052
H 5.2173 -1.6646 1.0878
Ce 0.3245 0.6432 -0.4747
C 0.0216 0.3617 2.2580
O -0.2862 -0.1456 3.2442
C -2.1611 -0.3656 0.5017
O -2.5648 -1.3001 1.0365
C -0.5477 1.6866 -2.2863
C 0.7009 1.0941 -2.6338
C 1.8727 1.4110 -1.8828
C 1.7909 2.3100 -0.7773
C 0.5598 2.9486 -0.4928
C -0.5960 2.6420 -1.2438
H -1.4725 1.3927 -2.7896
H 0.7466 0.3528 -3.4362
H 2.7792 0.8320 -2.0900
H 2.6010 2.3633 -0.0433
H 0.4531 3.5652 0.4036
H -1.5649 3.0834 -0.9932
N 1.1851 -3.7998 2.0161
N 0.7541 -3.0346 0.9452
N 0.4070 -3.6665 -0.2132
C 0.5251 -2.6925 -1.1007
N 0.9458 -1.5363 -0.5485
N 1.0846 -1.7693 0.8115
H 1.0371 -3.3046 2.8842
H 0.7636 -4.7223 1.9587
H 0.3148 -2.7546 -2.1614
```

Calculated values
HOMO (spin up / spin down) in eV: -21.348 / -21.369
E_LUMO (spin up / spin down) in eV: -18.8 / -18.8
Energy above the lowest of the compared OMol25 structures with the same formula, charge and spin in kJ/mol: 933.0
2S+1: 1
Energy in eV: -44735.0097
Charge: +4

---

[3]
Here is a molecular structure, C24H41F3N5OPTa from the OMol25 dataset. Energies are from wB97M-V/def2-TZVPD.

```
76
Properties=species:S:1:pos:R:3
Ta -1.3450 1.5368 -0.0019
O -2.3870 1.0168 -2.4426
C -3.0094 -0.2728 -2.5926
C -4.5140 -0.2312 -2.3156
C -4.8920 0.5956 -1.0749
C -4.6314 -0.0746 0.2432
C -5.6195 -0.8909 0.8029
C -5.4410 -1.4332 2.0613
C -4.2790 -1.1276 2.7610
C -3.3320 -0.3357 2.1424
N -3.4930 0.1560 0.9055
H -2.7562 1.5977 -3.1285
H -2.4890 -0.9314 -1.8872
H -2.8251 -0.6365 -3.6103
H -4.8696 -1.2549 -2.2071
H -5.0237 0.2039 -3.1757
H -5.9624 0.7932 -1.1361
H -4.3900 1.5672 -1.1018
H -6.5334 -1.0650 0.2542
H -6.2023 -2.0646 2.4966
H -4.1157 -1.4829 3.7664
H -2.4184 -0.0667 2.6614
N 0.2874 0.6764 -0.0292
P 1.7526 -0.0103 0.1224
N 2.7481 0.8903 1.1140
C 2.1861 1.6543 2.2087
C 2.0391 3.1417 1.8546
C 3.3687 3.7006 1.3719
C 3.8937 2.8675 0.2137
C 4.0247 1.4022 0.6595
N 1.6313 -1.5310 0.7767
C 1.9170 -1.8397 2.1647
C 0.6423 -1.8495 3.0154
C -0.3827 -2.8043 2.4183
C -0.6546 -2.4536 0.9608
C 0.6584 -2.4268 0.1762
N 2.4716 -0.1715 -1.3656
C 2.0425 0.5967 -2.5146
C 1.3560 -0.3192 -3.5394
C 2.3255 -1.4173 -3.9532
C 2.7993 -2.2105 -2.7460
C 3.3789 -1.2588 -1.6832
H 2.8729 1.5759 3.0569
H 1.2196 1.2221 2.4832
H 1.6950 3.6792 2.7365
H 1.2899 3.2378 1.0567
H 4.0946 3.7099 2.1869
H 3.2414 4.7396 1.0557
H 4.8691 3.2277 -0.1075
H 3.2006 2.9196 -0.6300
H 4.7331 1.3491 1.4911
H 4.3957 0.7809 -0.1543
H 2.6370 -1.1193 2.5517
H 2.3725 -2.8340 2.1914
H 0.2285 -0.8366 3.0580
H 0.8950 -2.1611 4.0272
H -1.3063 -2.7706 2.9969
H -0.0104 -3.8276 2.4753
H -1.1214 -1.4599 0.8786
H -1.3220 -3.1939 0.5203
H 0.4755 -2.1024 -0.8518
H 1.0912 -3.4309 0.1749
H 2.9230 1.0404 -2.9904
H 1.3573 1.3839 -2.1797
H 1.0692 0.2695 -4.4087
H 0.4560 -0.7419 -3.0836
H 3.1799 -0.9807 -4.4720
H 1.8344 -2.0951 -4.6561
H 3.5818 -2.9091 -3.0406
H 1.9758 -2.7843 -2.3226
H 4.2983 -0.8314 -2.0958
H 3.6170 -1.8038 -0.7685
F -2.8756 3.4055 0.1911
C -1.7270 3.4048 0.9451
F -1.1117 4.5549 0.8297
F -2.0870 3.1454 2.2081
```

Calculated values
HOMO in eV: -17.296
E_LUMO in eV: -13.0
Energy above the lowest of the compared OMol25 structures with the same formula, charge and spin in kJ/mol: 421.0
2S+1: 1
Energy in eV: -54016.6872
Charge: +3

---

[4]
Here is a single C5H3NO molecule from the OMol25 dataset. Energies are from wB97M-V/def2-TZVPD.

```
10
Properties=species:S:1:pos:R:3
N -1.4993 -2.5076 -1.3362
C -0.9631 -1.5858 -0.8863
C -0.3141 -0.4920 -0.2331
C 0.1537 0.7595 -0.7656
C 0.5878 1.4623 0.3077
O 0.4847 0.7247 1.4457
C -0.0155 -0.4677 1.0977
H 0.3461 0.9679 -1.8106
H 1.0211 2.4416 0.4412
H 0.1986 -1.3030 1.7393
```

Calculated values
HOMO in eV: -9.612
E_LUMO in eV: 0.8
Energy above the lowest of the compared OMol25 structures with the same formula, charge and spin in kJ/mol: 30.2
2S+1: 1
Energy in eV: -8769.6930
Structure (SMILES): N#Cc1ccoc1

---

[5]
Here is a single C6H8 molecule from the OMol25 dataset. Energies are from wB97M-V/def2-TZVPD.

```
14
Properties=species:S:1:pos:R:3
C -2.9616 -0.7680 0.3703
C -1.7727 -0.8784 0.2093
C -0.3282 -1.0217 -0.0092
C 0.3242 0.2443 -0.5326
C 1.8051 0.4279 -0.3724
C 0.8488 1.2714 0.4261
H -4.0151 -0.6747 0.5144
H 0.1536 -1.3161 0.9328
H -0.1570 -1.8461 -0.7134
H -0.1169 0.6277 -1.4507
H 2.3595 0.8950 -1.1816
H 2.3585 -0.3462 0.1543
H 0.7539 1.0650 1.4897
H 0.7477 2.3200 0.1628
```

Calculated values
HOMO in eV: -9.927
E_LUMO in eV: 1.2
Energy above the lowest of the compared OMol25 structures with the same formula, charge and spin in kJ/mol: 171.0
2S+1: 1
Energy in eV: -6349.0119
Structure (SMILES): C#CCC1CC1

---

[6]
Here is a molecular structure, C35H42CoN4P2S2 from the OMol25 dataset. Energies are from wB97M-V/def2-TZVPD.

```
86
Properties=species:S:1:pos:R:3
Co 0.6734 -0.0838 -0.3512
C 5.7310 -2.0109 -1.1195
S 5.5218 -0.2298 -1.0114
C 3.7864 -0.0420 -0.6489
S 2.7475 -1.4054 -0.5763
N 3.5467 1.2176 -0.3784
N 2.2273 1.3850 -0.0131
C 1.9711 2.4046 0.6880
C 0.6125 2.5082 1.2659
C -0.3591 3.6018 0.7484
C -2.3344 3.0906 1.5380
C -2.6823 2.1967 2.6560
C -1.7859 1.3135 3.0975
N -0.5348 1.1813 2.4236
H 6.8098 -2.1214 -1.2621
H 5.2088 -2.4416 -1.9453
H 5.5013 -2.5389 -0.1983
H 2.7648 3.1109 0.9416
H 0.0356 4.2628 -0.0113
H -3.2668 3.5077 1.1136
H -3.6483 2.2539 3.1621
H -1.9243 0.6317 3.9236
C 1.3644 -0.9873 4.1782
P 1.0739 -1.5131 2.4533
C 2.2771 -2.9384 2.5039
C -0.5310 -2.3936 2.5183
C -1.2085 -2.5894 3.7449
C -2.3922 -3.2742 3.7807
C -2.9880 -3.7571 2.5969
C -2.3537 -3.5265 1.3963
C -1.1182 -2.8749 1.3508
P -0.4066 -2.5359 -0.2932
C -1.7081 -2.9312 -1.4953
C 0.7426 -3.9021 -0.6795
H 0.5870 -0.3335 4.5468
H 2.3050 -0.4328 4.1985
H 1.4951 -1.8365 4.8487
H 2.0792 -3.5872 3.3817
H 3.3197 -2.5758 2.6232
H 2.2470 -3.5045 1.5836
H -0.7964 -2.2129 4.6653
H -2.8951 -3.4055 4.7478
H -3.9448 -4.2763 2.6400
H -2.8607 -3.9267 0.5346
H -1.9757 -3.9699 -1.5281
H -1.2992 -2.6056 -2.4684
H -2.5923 -2.3137 -1.2827
H 0.3479 -4.8902 -0.4549
H 1.6908 -3.7649 -0.1658
H 1.0005 -3.8674 -1.7162
C -0.1058 0.1655 -2.2845
C 0.2329 0.2838 -3.4464
C 0.7969 0.6751 -4.6959
C 0.7887 -0.1923 -5.7867
C 1.5736 0.1183 -6.9103
C 2.3107 1.2874 -6.8858
C 2.2354 2.2120 -5.8531
C 1.4777 1.9046 -4.7385
H 0.2286 -1.1157 -5.7346
H 1.6061 -0.5617 -7.7446
H 2.9852 1.4805 -7.7384
H 2.8435 3.1159 -5.8852
H 1.4415 2.5604 -3.8778
C -3.3006 0.8315 -2.4268
N -2.4814 0.9220 -1.2220
C -3.0836 0.3321 -0.0134
C -1.9993 2.3238 -0.9893
C -1.4030 2.5083 0.4048
C -1.2745 4.2747 1.7943
C -0.7004 4.3407 3.1583
C 0.1205 3.3943 3.6213
C 0.5077 2.2090 2.7793
C -0.3891 1.4139 0.9050
H -3.5366 -0.2205 -2.6437
H -2.7456 1.2365 -3.2540
H -4.2105 1.4021 -2.2602
H -1.5641 0.4406 -1.3983
H -3.8983 0.9773 0.3477
H -2.3060 0.2846 0.7490
H -3.4799 -0.6415 -0.2678
H -2.8103 3.0294 -1.2152
H -1.2160 2.4568 -1.7676
H -1.6492 5.2198 1.4046
H -0.9553 5.1750 3.7936
H 0.4781 3.3634 4.6647
H 1.4211 1.7274 3.1659
```

Calculated values
HOMO (spin up / spin down) in eV: -6.519 / -6.943
E_LUMO (spin up / spin down) in eV: 0.4 / 0.4
Energy above the lowest of the compared OMol25 structures with the same formula, charge and spin in kJ/mol: 186.9
2S+1: 4
Energy in eV: -120805.4743
<S²>: 3.7628

---

Number 3 is which compound?
C24H41F3N5OPTa